The following is a DFT calculation (wB97M-V/def2-TZVPD) of a cluster of 2 separate species, C29H49N4O10P2 in total at a distorted geometry.

Each atom is followed by the atoms it is bonded to, with distances in Å.
Atoms and positions in Å:
1 C 4.144 -2.039 0.397  C2 1.649, H35 1.148, H36 1.167, H37 1.148
2 C 3.672 -1.462 1.868  C1 1.649, C3 1.613, C4 1.645, C5 1.598
3 C 5.015 -0.856 2.524  C2 1.613, H38 1.159, H39 1.157, H40 1.156
4 C 3.193 -2.813 2.675  C2 1.645, H41 1.150, H42 1.163, H43 1.148
5 C 2.496 -0.424 1.558  C2 1.598, C6 1.595, H44 1.168, H45 1.167
6 C 1.854 0.386 2.772  C5 1.595, C7 1.626, C8 1.616, C9 1.643
7 C 2.837 1.451 3.509  C6 1.626, H46 1.148, H47 1.167, H48 1.146
8 C 1.173 -0.498 3.941  C6 1.616, H49 1.155, H50 1.168, H51 1.157
9 C 0.630 1.302 2.170  C6 1.643, C10 1.580, C34 1.603
10 C 0.093 1.186 0.688  C9 1.580, C11 1.600, H52 1.143
11 C -1.134 2.066 0.163  C10 1.600, C12 1.584, H53 1.161
12 C -1.857 3.124 1.095  C11 1.584, O13 1.438, C33 1.573
13 O -2.957 3.926 0.634  C12 1.438, C14 1.451
14 C -4.184 3.650 1.357  O13 1.451, C15 1.631, H54 1.149, H55 1.167
15 C -5.120 2.620 0.506  C14 1.631, O16 1.476, H56 1.152, H57 1.164
16 O -5.943 1.757 1.375  C15 1.476, C17 1.452
17 C -7.289 2.300 1.413  O16 1.452, C18 1.616, H58 1.168, H59 1.154
18 C -8.364 1.352 2.158  C17 1.616, C19 1.599, H60 1.159, H61 1.167
19 C -7.834 -0.114 2.517  C18 1.599, C20 1.567, C31 1.551
20 C -7.821 -0.663 3.984  C19 1.567, N21 1.486, C24 1.549
21 N -8.280 0.093 5.178  C20 1.486, C22 1.338
22 C -9.610 0.166 5.059  N21 1.338, O23 1.262
23 O -10.743 0.538 4.644  C22 1.262
24 C -7.283 -2.108 4.140  C20 1.549, N25 1.408, H62 1.165
25 N -6.762 -3.010 3.192  C24 1.408, N26 1.332
26 N -6.820 -2.455 1.983  N25 1.332, P27 1.810, C31 1.405
27 P -6.175 -3.547 0.691  N26 1.810, O28 1.554, O29 1.734, O30 1.702
28 O -7.294 -3.986 -0.294  P27 1.554
29 O -5.591 -5.021 1.392  P27 1.734, H63 0.994
30 O -4.832 -2.821 -0.060  P27 1.702, H64 0.997
31 C -7.289 -1.202 1.555  C19 1.551, N26 1.405, N32 1.483
32 N -7.264 -0.887 0.106  C31 1.483, H65 1.036, H66 1.032
33 C -1.327 3.269 2.569  C12 1.573, C34 1.568, H67 1.145
34 C -0.147 2.370 3.078  C9 1.603, C33 1.568, H68 1.159
35 H 3.256 -2.280 -0.290  C1 1.148
36 H 4.766 -1.169 -0.069  C1 1.167
37 H 4.882 -2.904 0.555  C1 1.148
38 H 5.904 -1.557 2.275  C3 1.159
39 H 5.155 0.213 2.104  C3 1.157
40 H 4.893 -0.849 3.673  C3 1.156
41 H 3.869 -3.665 2.300  C4 1.150
42 H 2.067 -3.037 2.491  C4 1.163
43 H 3.398 -2.668 3.796  C4 1.148
44 H 1.636 -1.032 1.053  C5 1.168
45 H 2.833 0.349 0.751  C5 1.167
46 H 3.435 2.008 2.704  C7 1.148
47 H 3.579 0.824 4.156  C7 1.167
48 H 2.306 2.155 4.241  C7 1.146
49 H 1.930 -1.040 4.624  C8 1.155
50 H 0.531 -1.343 3.453  C8 1.168
51 H 0.431 0.103 4.595  C8 1.157
52 H 0.525 0.443 -0.066  C10 1.143
53 H -1.529 1.936 -0.922  C11 1.161
54 H -4.046 3.349 2.457  C14 1.149
55 H -4.777 4.656 1.379  C14 1.167
56 H -5.752 3.274 -0.202  C15 1.152
57 H -4.414 1.999 -0.180  C15 1.164
58 H -7.675 2.438 0.319  C17 1.168
59 H -7.252 3.352 1.888  C17 1.154
60 H -8.681 1.871 3.145  C18 1.159
61 H -9.334 1.324 1.510  C18 1.167
62 H -7.307 -2.532 5.225  C24 1.165
63 H -4.704 -4.792 1.780  O29 0.994
64 H -4.721 -3.309 -0.922  O30 0.997
65 H -7.885 -1.522 -0.428  N32 1.036
66 H -7.611 0.066 -0.083  N32 1.032
67 H -1.832 4.045 3.243  C33 1.145
68 H 0.190 2.521 4.177  C34 1.159
69 O 5.138 0.215 -3.414  P70 1.535
70 P 5.496 0.139 -4.905  O69 1.535, O71 1.656, O74 1.661, O77 1.720
71 O 4.344 -0.981 -5.308  P70 1.656, C72 1.417
72 C 3.005 -0.537 -5.442  O71 1.417, C73 1.519, H80 1.094, H81 1.093
73 C 2.811 0.268 -6.716  C72 1.519, H82 1.094, H83 1.094, H84 1.093
74 O 6.774 -0.908 -4.728  P70 1.661, C75 1.422
75 C 7.500 -0.962 -3.507  O74 1.422, C76 1.518, H85 1.093, H86 1.094
76 C 6.969 -2.075 -2.621  C75 1.518, H87 1.092, H88 1.094, H89 1.094
77 O 5.922 0.147 -6.572  P70 1.720, C78 1.428
78 C 6.458 1.384 -7.041  O77 1.428, C79 1.518, H90 1.094, H91 1.093
79 C 7.769 1.732 -6.360  C78 1.518, H92 1.095, H93 1.093, H94 1.093
80 H 2.712 0.051 -4.567  C72 1.094
81 H 2.370 -1.425 -5.473  C72 1.093
82 H 3.348 1.220 -6.660  C73 1.094
83 H 1.751 0.485 -6.879  C73 1.094
84 H 3.201 -0.274 -7.582  C73 1.093
85 H 7.482 0.005 -2.997  C75 1.093
86 H 8.546 -1.167 -3.755  C75 1.094
87 H 5.886 -2.016 -2.489  C76 1.092
88 H 7.443 -2.044 -1.636  C76 1.094
89 H 7.173 -3.050 -3.074  C76 1.094
90 H 5.720 2.177 -6.885  C78 1.094
91 H 6.617 1.283 -8.118  C78 1.093
92 H 7.622 1.914 -5.291  C79 1.095
93 H 8.204 2.633 -6.800  C79 1.093
94 H 8.484 0.911 -6.451  C79 1.093

Output
- HOMO (eV) = -10.01
- net charge = +1
- LUMO (eV) = -5.3
- frontier orbital gap (eV) = 4.71
- total energy (eV) = -75861.8944